(1)
Density functional theory data (ωB97M-V/def2-TZVPD) for a 4-piece molecular cluster, C26H47ClO12Si overall at a distorted geometry.

Last column: Mulliken charge in e.
Atoms and positions in Å:
C  5.233  -2.362  0.154  -0.745
C  3.897  -2.947  0.816  -0.598
C  2.565  -2.101  0.515  -0.431
C  2.776  -0.793  -0.381  -0.318
Si  1.225  0.341  -0.221  -0.174
Cl  0.873  0.625  1.891  -0.333
C  1.430  2.048  -1.082  -0.551
C  2.935  2.428  -1.481  -0.533
C  3.641  3.523  -0.543  -0.510
C  3.164  3.527  0.978  -0.587
O  3.590  2.383  1.746  -0.282
C  4.973  2.463  2.136  -0.765
C  -0.333  -0.496  -1.038  0.554
C  -1.609  -0.534  -0.067  -0.693
C  -2.249  0.914  0.215  0.115
C  -3.498  0.743  1.233  -0.532
O  -2.971  0.945  2.581  -0.345
C  -2.582  -0.274  3.160  0.070
O  -1.779  -0.355  4.106  -0.450
H  5.131  -2.187  -0.965  0.226
H  6.153  -2.995  0.429  0.345
H  5.428  -1.338  0.647  0.053
H  3.825  -4.048  0.488  0.297
H  4.039  -2.961  1.946  0.269
H  1.858  -2.789  -0.080  0.151
H  2.046  -1.903  1.507  0.223
H  3.664  -0.144  -0.078  0.359
H  2.813  -1.112  -1.486  0.256
H  0.848  1.962  -2.075  0.255
H  0.880  2.833  -0.470  0.382
H  3.648  1.549  -1.572  0.241
H  2.879  2.896  -2.533  0.356
H  4.763  3.256  -0.523  0.209
H  3.598  4.554  -1.048  0.349
H  2.044  3.644  1.132  0.312
H  3.643  4.459  1.465  0.378
H  5.570  1.664  1.560  0.215
H  5.138  2.258  3.257  0.237
H  5.477  3.459  1.919  0.359
H  -0.638  0.164  -1.936  -0.522
H  -0.083  -1.532  -1.494  0.359
H  -1.301  -1.093  0.875  0.182
H  -2.452  -1.151  -0.554  0.398
H  -1.496  1.634  0.695  0.141
H  -2.604  1.400  -0.767  0.181
H  -3.969  -0.287  1.110  0.315
H  -4.295  1.535  1.004  0.271
H  -2.971  -1.267  2.730  0.315
C  -0.841  -1.037  -6.780  -1.555
C  0.173  -0.779  -5.686  0.729
C  1.578  -1.146  -6.054  -0.533
O  2.161  -1.405  -4.780  -0.313
C  1.149  -1.845  -3.980  0.593
O  1.302  -2.365  -2.914  -0.552
O  -0.063  -1.621  -4.559  -0.305
H  -1.835  -1.206  -6.362  0.261
H  -0.884  -0.197  -7.475  0.338
H  -0.584  -1.933  -7.355  0.431
H  0.098  0.261  -5.344  0.302
H  2.107  -0.345  -6.574  0.314
H  1.646  -2.063  -6.650  0.320
C  -5.693  0.441  -2.818  -1.299
C  -4.836  1.171  -3.832  0.444
C  -4.796  0.523  -5.184  -0.565
O  -3.545  0.973  -5.695  -0.302
C  -2.739  1.165  -4.614  0.467
O  -1.555  1.324  -4.670  -0.517
O  -3.460  1.142  -3.458  -0.139
H  -5.350  0.639  -1.801  0.179
H  -6.739  0.740  -2.907  0.407
H  -5.643  -0.643  -2.964  0.350
H  -5.141  2.224  -3.893  0.281
H  -5.620  0.833  -5.830  0.328
H  -4.769  -0.571  -5.140  0.307
C  -1.536  -0.437  6.815  -1.298
C  -1.672  -1.561  7.821  0.647
C  -2.489  -1.211  9.029  -0.531
O  -1.971  -2.102  10.012  -0.328
C  -0.670  -2.331  9.672  0.616
O  0.136  -2.847  10.386  -0.539
O  -0.411  -1.882  8.410  -0.356
H  -0.621  -0.541  6.233  0.331
H  -2.387  -0.418  6.139  0.310
H  -1.485  0.537  7.315  0.269
H  -2.046  -2.466  7.324  0.253
H  -3.559  -1.369  8.881  0.302
H  -2.325  -0.187  9.381  0.350

## Properties
- Lowest unoccupied orbital energy: 0.277 eV
- HOMO: -9.39 eV
- Electronic energy: -2671.4484 Ha
- Total charge: 0
- SMILES string: CCCC[Si@@](Cl)(CCCCOC)CCCCOC=O.C[C@@H]1COC(=O)O1.C[C@@H]1COC(=O)O1.C[C@@H]1COC(=O)O1

=====

(2)
Density functional theory data (ωB97M-V/def2-TZVPD) for a 2-piece molecular cluster, CBr2Cl2FOP overall at a distorted geometry.

Last column: natural (NBO) charge in e.
Atoms and positions in Å:
C  1.598  -0.071  -0.339  0.276
O  -0.411  -0.568  0.657  -1.044
F  1.746  -0.638  -1.550  -0.305
P  -1.931  -0.452  0.736  1.238
Cl  -2.651  -0.607  -1.114  -0.307
Cl  -2.165  1.636  1.236  -0.410
Br  1.435  1.840  -0.499  0.235
Br  2.379  -1.140  0.873  0.317

## Properties
- Lowest unoccupied orbital energy (spin up / spin down): -2.033 / -2.816 eV
- HOMO (spin up / spin down): -8.81 / -8.28 eV
- Electronic energy: -6622.9291 Ha
- Total charge: 0
- Energy above the lowest of the compared OMol25 structures with the same formula, charge and spin: 68.62 kcal per mole

=====

(3)
Density functional theory data (ωB97M-V/def2-TZVPD) for one molecule with the formula C4H10S2 at a distorted geometry.

Last column: natural (NBO) charge in e.
Atoms and positions in Å:
C  0.060  0.433  -1.794  -0.417
C  -1.103  -0.409  -2.317  -0.618
C  1.113  -0.455  -1.119  -0.527
S  0.962  -0.860  0.674  0.068
S  -0.738  0.156  1.316  0.081
C  0.012  1.826  1.368  -0.745
H  -0.316  1.181  -1.088  0.211
H  0.656  1.037  -2.488  0.212
H  -1.477  -0.156  -3.292  0.213
H  -1.919  -0.271  -1.606  0.218
H  -0.827  -1.456  -2.336  0.206
H  2.052  0.106  -1.128  0.207
H  1.382  -1.358  -1.672  0.222
H  0.725  1.903  0.554  0.224
H  0.373  2.046  2.363  0.225
H  -0.769  2.542  1.106  0.218

## Properties
- Lowest unoccupied orbital energy: 0.697 eV
- HOMO: -8.66 eV
- Electronic energy: -954.7596 Ha
- Total charge: 0
- SMILES string: CCCSSC
- Energy above the lowest of the compared OMol25 structures with the same formula, charge and spin: 15.03 kcal per mole